Record 1
A cluster of 9 separate species, C37H56F21NO15 in total, computed with wB97M-V/def2-TZVPD.

Element x y z (Å)
C  -0.4858  3.8731  4.8386
C  -0.5487  4.7290  6.1458
N  -1.2746  6.0522  5.9783
C  -2.6517  5.8809  5.6037
C  -3.2042  7.1565  5.0050
C  -1.0515  6.9415  7.1726
C  -1.8829  6.5642  8.4436
H  -0.3945  4.5449  3.9851
H  -1.3675  3.2478  4.6981
H  0.3990  3.2366  4.8517
H  -0.8317  4.1916  7.0510
H  0.4919  4.9743  6.3582
H  -2.9427  5.1746  4.8262
H  -3.2532  5.7426  6.5022
H  -2.9145  7.9879  5.6476
H  -2.8697  7.3173  3.9801
H  -4.2890  7.0692  4.9438
H  -1.1193  8.0215  7.0414
H  -0.0042  6.9015  7.4718
H  -2.9647  6.5670  8.3102
H  -1.7175  7.2604  9.2658
H  -1.6392  5.5747  8.8303
C  -3.6926  -4.1642  3.0831
C  -2.9865  -2.8023  2.7963
O  -1.6003  -2.9626  3.1504
C  -1.0893  -2.6267  4.2947
O  -1.6999  -2.1719  5.2350
C  0.3419  -3.0877  4.4370
F  0.9591  -2.3172  5.4303
F  0.4359  -4.4183  4.7081
F  0.9652  -2.9865  3.2674
H  -3.4898  -4.9973  2.4101
H  -4.7782  -4.0690  3.1056
H  -3.3900  -4.3497  4.1137
H  -3.4104  -1.9006  3.2384
H  -2.9398  -2.6447  1.7187
C  1.8348  -1.3147  -6.9192
C  3.1048  -0.4118  -6.7419
O  2.7491  0.8507  -6.2876
C  2.4420  1.8675  -7.1000
O  2.3046  1.7240  -8.3524
C  2.2111  3.2137  -6.3765
F  0.8926  3.4678  -6.2492
F  2.6974  3.1549  -5.1094
F  2.8350  4.1454  -7.0602
H  2.1938  -2.2779  -7.2817
H  1.1198  -1.0248  -7.6891
H  1.2553  -1.4925  -6.0134
H  3.6689  -0.3815  -7.6741
H  3.7444  -0.8857  -5.9973
C  5.3723  3.4214  2.5697
C  5.3318  3.3469  1.0707
O  5.7776  4.4939  0.4712
C  4.9779  5.4760  0.0311
O  3.7793  5.2590  -0.1088
C  5.7138  6.6680  -0.5741
F  5.0484  7.8060  -0.2795
F  6.9527  6.6918  -0.0104
F  5.8235  6.5277  -1.8930
H  6.2809  3.9011  2.9337
H  5.2187  2.4235  2.9805
H  4.5160  4.0463  2.8232
H  4.2792  3.1126  0.9121
H  5.8601  2.4830  0.6671
C  -2.6700  6.3128  -2.8796
C  -1.3221  7.0289  -2.5037
O  -0.8358  7.8316  -3.6209
C  -1.3389  8.9995  -4.0221
O  -2.2662  9.6099  -3.4520
C  -0.7740  9.4631  -5.3781
F  -0.6014  10.7190  -5.4860
F  0.4647  8.9249  -5.6072
F  -1.4847  9.0552  -6.3899
H  -3.4953  6.9100  -3.2676
H  -3.1010  6.0545  -1.9124
H  -2.5162  5.4560  -3.5356
H  -0.5857  6.2778  -2.2182
H  -1.5592  7.5895  -1.5995
C  1.7077  -10.5116  1.1438
C  1.5326  -10.3628  2.6737
O  0.1828  -9.9740  2.9165
C  -0.7876  -10.8971  3.0133
O  -0.7653  -12.1761  3.0185
C  -2.1058  -10.2364  3.4471
F  -2.9340  -11.1392  4.1326
F  -1.7921  -9.1681  4.1739
F  -2.7987  -9.9178  2.3414
H  2.7349  -10.2317  0.9100
H  1.0277  -9.8437  0.6151
H  1.4659  -11.5373  0.8654
H  2.2016  -9.5867  3.0451
H  1.8355  -11.3090  3.1221
C  -7.6175  -0.3766  -0.7716
C  -8.5147  -1.5612  -0.9541
O  -7.7275  -2.7118  -1.1146
C  -7.3593  -3.1031  -2.2756
O  -7.5820  -2.5584  -3.3331
C  -6.4182  -4.3451  -2.2061
F  -5.1476  -4.0417  -2.2084
F  -6.7088  -5.1132  -1.1374
F  -6.5762  -5.0678  -3.3207
H  -6.9422  -0.4182  0.0830
H  -8.2330  0.5076  -0.6060
H  -6.9773  -0.1246  -1.6170
H  -9.2477  -1.4307  -1.7502
H  -8.8833  -1.7647  0.0513
C  -0.9284  -0.1909  -1.2886
C  0.2589  -1.0014  -1.8173
O  0.1217  -2.3465  -1.5500
C  1.2373  -3.1893  -1.6754
O  2.2707  -2.8330  -2.1319
C  1.0496  -4.6771  -1.3203
F  -0.0456  -4.8522  -0.5850
F  1.0532  -5.3922  -2.4295
F  2.0635  -5.0485  -0.5493
H  -1.9396  -0.4471  -1.6046
H  -0.8648  0.8857  -1.4467
H  -0.9298  -0.2360  -0.1995
H  1.1358  -0.6173  -1.2960
H  0.3885  -0.9645  -2.8989
C  6.3103  -6.2559  -4.0624
C  7.4914  -6.5634  -4.9057
O  7.6770  -7.6691  -5.3723
C  8.5499  -5.4281  -5.0523
H  5.5063  -5.8160  -4.6526
H  6.6430  -5.4812  -3.3716
H  6.0220  -7.1953  -3.5906
H  8.1108  -4.4515  -4.8484
H  8.8894  -5.6136  -6.0713
H  9.3500  -5.6505  -4.3462

Cartesian forces (eV/Å) of the 6 atoms listed first:
-0.482 0.567 0.866
0.541 1.128 -0.747
1.739 -0.998 0.295
-1.169 1.394 0.194
-0.154 0.431 -0.058
-0.416 -0.948 0.851

Output
SMILES ... CCOC(=O)C(F)(F)F.CCOC(=O)C(F)(F)F.CCOC(=O)C(F)(F)F.CCOC(=O)C(F)(F)F.CCOC(=O)C(F)(F)F.CCOC(=O)C(F)(F)F.CCOC(=O)C(F)(F)F.CCN(CC)CC.CC(C)=O
Orbital gap ... 8.2 eV
LUMO level ... -0.21 eV

Atom charges from the Mulliken analysis, given in e for atoms 1 to 8: C -1.2624; C -0.4712; N 0.0104; C -0.1735; C -1.2886; C -0.7092; C -1.0423; H 0.3309

Record 2
A structure of composition C37H56F30N8O22S10, computed with wB97M-V/def2-TZVPD.

Element x y z (Å)
C  3.0496  0.6410  4.9752
C  1.4740  0.3381  5.0798
C  0.8691  0.8399  3.8586
N  -0.6433  0.6638  3.7124
C  -0.9888  -0.7985  3.8613
C  -0.3630  -1.6654  2.7199
C  -0.7247  -1.1762  1.3126
C  -0.4274  0.3490  1.1963
C  -1.0576  1.1333  2.3034
C  -1.3876  1.4581  4.6489
H  3.2088  1.6489  4.5777
H  3.4628  -0.0959  4.2583
H  3.5846  0.5040  5.9484
H  1.0742  0.8095  6.0001
H  1.3901  -0.7500  5.1433
H  1.3611  0.2494  3.0771
H  1.0805  1.8955  3.5614
H  -0.6810  -1.0931  4.8553
H  -2.1049  -0.7962  3.8944
H  0.6998  -1.6859  2.9656
H  -0.7078  -2.6717  2.9181
H  -0.1053  -1.6579  0.5687
H  -1.7657  -1.4368  1.0892
H  0.6676  0.5154  1.1170
H  -0.9130  0.6858  0.2772
H  -0.7661  2.1845  2.3196
H  -2.1873  1.1285  2.3119
H  -2.4514  1.2121  4.6647
H  -1.3058  2.4793  4.3595
H  -1.0516  1.2556  5.6583
C  2.6148  -6.5140  -4.1233
C  3.1668  -5.7741  -2.8917
C  4.4069  -4.9162  -3.0918
C  4.1466  -3.7291  -3.9368
C  3.0697  -2.8016  -3.3544
C  1.7107  -3.5085  -2.8916
N  1.9654  -4.8797  -2.3769
O  1.2819  -5.3475  -1.5939
C  0.8630  -3.7369  -4.1757
C  1.0244  -2.7243  -1.8183
C  3.4152  -6.8778  -1.8124
H  3.3673  -7.1927  -4.5327
H  2.2778  -5.8020  -4.8193
H  1.6853  -7.0092  -3.9647
H  5.1810  -5.5087  -3.5176
H  4.7166  -4.6611  -2.0625
H  3.9644  -4.0839  -4.9508
H  4.9971  -3.0763  -4.0812
H  2.8308  -2.0464  -4.0824
H  3.5062  -2.3164  -2.5323
H  0.4155  -2.7900  -4.3679
H  0.0908  -4.4763  -4.1207
H  1.4603  -3.8431  -5.0975
H  0.0433  -3.1485  -1.4925
H  0.7459  -1.7883  -2.3087
H  1.7068  -2.5350  -0.9585
H  2.5106  -7.3804  -1.4663
H  3.9123  -6.5084  -0.9452
H  4.1127  -7.5500  -2.3158
C  2.7618  3.3056  -3.9329
C  1.9672  4.0034  -2.7967
C  2.5190  5.4828  -2.5582
C  1.3806  6.5330  -2.5537
C  0.5967  6.4650  -3.8490
C  -0.2362  5.1386  -3.9576
N  0.4732  4.0423  -3.1778
O  -0.1684  3.0715  -3.1325
C  -0.2220  4.5084  -5.3946
C  -1.5419  5.2724  -3.0976
C  2.0390  3.2457  -1.4500
H  2.5805  3.8400  -4.8773
H  2.4490  2.2754  -4.0907
H  3.8022  3.3928  -3.6458
H  3.2369  5.7065  -3.3448
H  3.0037  5.4829  -1.5769
H  1.9350  7.5027  -2.5291
H  0.8146  6.3486  -1.6573
H  1.3843  6.5834  -4.6070
H  -0.1714  7.1931  -3.9678
H  -0.5660  3.4494  -5.4759
H  0.7222  4.7054  -5.9924
H  -0.9405  5.1275  -5.9694
H  -2.1833  4.3587  -3.2009
H  -2.1528  6.0699  -3.4666
H  -1.3992  5.4705  -1.9992
H  1.6111  3.8305  -0.6095
H  3.0951  3.0812  -1.2118
H  1.4381  2.2995  -1.5612
C  -9.3584  -2.8440  1.5319
F  -8.2153  -3.2852  1.0189
F  -10.3345  -3.0692  0.6078
F  -9.7297  -3.6143  2.5480
S  -9.1932  -1.0260  2.0754
O  -9.5791  -0.3171  0.8912
O  -9.9678  -0.9438  3.2800
N  -7.6307  -0.7632  2.3300
S  -6.6565  -0.1567  1.1620
O  -6.7412  -0.9534  0.0144
O  -6.7167  1.2531  1.0360
C  -4.9769  -0.5183  1.9196
F  -4.8306  -1.7967  2.2287
F  -4.0439  -0.2885  0.9509
F  -4.6610  0.1774  2.9222
C  4.4876  0.2702  -0.6075
F  3.2040  0.1919  -1.0952
F  5.1635  1.1199  -1.3741
F  4.4558  0.7991  0.5998
S  5.5280  -1.3892  -0.3825
O  5.9498  -1.7415  -1.7267
O  6.4976  -1.0867  0.6203
N  4.5426  -2.5062  0.1844
S  4.2366  -2.5298  1.7801
O  5.2427  -2.9930  2.7302
O  3.3137  -1.5000  2.1627
C  3.1395  -3.9921  1.7586
F  3.4730  -4.8273  0.8073
F  3.0770  -4.6569  2.8975
F  1.8960  -3.6001  1.4961
C  -0.0901  7.0044  2.9233
F  0.4523  8.1882  2.6575
F  0.5762  6.2411  3.7689
F  -1.3574  7.0971  3.3989
S  -0.3643  6.0526  1.2578
O  -1.1992  6.9928  0.5282
O  0.9385  5.6505  0.7416
N  -1.1704  4.7907  1.8525
S  -2.7430  4.6823  2.0470
O  -2.8863  3.6752  3.0562
O  -3.5099  5.8869  2.1333
C  -3.2581  3.9417  0.3588
F  -2.9633  4.9389  -0.5687
F  -2.3423  2.9865  0.0813
F  -4.4802  3.5261  0.2292
C  -3.0039  -3.9976  6.2054
F  -3.1468  -2.6785  6.4144
F  -3.8031  -4.6480  7.0768
F  -3.4144  -4.3990  5.0039
S  -1.1941  -4.3757  6.5083
O  -1.0857  -5.8031  6.5527
O  -0.5595  -3.6373  5.4592
N  -0.8433  -3.6873  7.9077
S  -0.3581  -2.1937  8.1371
O  0.8398  -2.2206  8.9547
O  -0.4276  -1.3175  6.9882
C  -1.6107  -1.3256  9.2915
F  -2.8561  -1.1941  8.7814
F  -1.7213  -2.1694  10.3267
F  -1.2012  -0.1438  9.6559
C  -2.3405  -1.0684  -4.9333
F  -3.5101  -0.5698  -4.6445
F  -1.9996  -2.1226  -4.1839
F  -2.2159  -1.4724  -6.1905
S  -1.0457  0.2323  -4.4457
O  -1.4904  1.5011  -4.9949
O  -0.9044  0.1091  -2.9930
N  0.1715  -0.4186  -5.1951
S  1.0541  0.2089  -6.3209
O  1.1109  1.6712  -6.2899
O  2.2580  -0.5406  -6.4123
C  0.2319  0.0088  -8.0137
F  0.2518  -1.3223  -8.2836
F  -1.0105  0.5501  -8.0615
F  0.9425  0.5322  -9.0012

Cartesian forces (eV/Å) of the 6 atoms listed first:
-0.871 -0.879 0.163
2.260 0.439 2.267
-0.563 0.794 -2.393
0.875 -1.295 -1.823
-1.035 -0.050 -0.692
-0.528 0.612 1.363

Output
Orbital gap ... 5.3 eV
LUMO level ... 0.03 eV
Charge ... -2

Atom charges from the Mulliken analysis, given in e for atoms 1 to 8: C -1.2559; C 0.0494; C -0.3728; N 0.7883; C -1.2361; C -0.1323; C 0.8181; C -0.4575

Record 3
A structure of composition C37H56N5O4PSbSi3W, computed with wB97M-V/def2-TZVPD.

Element x y z (Å)
W  0.6736  0.2930  -0.0977
N  -1.8528  2.4367  0.5766
P  -1.1066  1.3834  1.6954
C  -1.1621  2.3673  3.2130
C  -2.3528  2.9958  3.5810
C  -2.4180  3.7087  4.7634
C  -1.3075  3.7824  5.5982
C  -0.1343  3.1346  5.2504
C  -0.0687  2.4307  4.0569
C  -2.4314  0.2142  2.1180
C  -2.2833  -0.5406  3.2800
C  -3.2141  -1.5147  3.6020
C  -4.3030  -1.7348  2.7690
C  -4.4549  -0.9833  1.6131
C  -3.5178  -0.0157  1.2824
C  -1.7224  2.3109  -0.7822
C  -2.5730  3.0584  -1.6228
C  -2.4078  2.9988  -2.9838
C  -1.3693  2.2128  -3.5088
C  -0.5887  1.5106  -2.6365
N  -0.7560  1.5174  -1.2751
H  -2.6350  3.0038  0.8810
H  -3.2455  2.9105  2.9716
H  -3.3392  4.1984  5.0428
H  -1.3651  4.3391  6.5221
H  0.7276  3.1824  5.9004
H  0.8378  1.9176  3.7708
H  -1.4396  -0.3667  3.9387
H  -3.0940  -2.0993  4.5030
H  -5.0336  -2.4893  3.0230
H  -5.2997  -1.1579  0.9615
H  -3.6372  0.5487  0.3649
H  -3.3362  3.6790  -1.1748
H  -3.0619  3.5594  -3.6346
H  -1.1626  2.1688  -4.5660
H  0.2313  0.9144  -3.0051
C  5.1808  0.2323  3.5149
Si  3.5417  -0.3882  4.1232
C  2.6388  0.8369  5.1635
C  3.3071  -2.1560  4.6268
Sb  2.1673  -0.4504  1.7632
Si  3.6164  -2.8678  0.7819
C  5.3246  -2.2926  1.2023
C  2.7260  -4.1749  1.7339
C  3.1619  -2.7074  -1.0023
Si  1.8806  2.6974  0.2092
C  3.7232  2.5434  0.6122
C  1.2608  3.8946  1.5015
C  1.6464  3.6063  -1.4151
H  5.6468  0.8315  4.3002
H  5.0448  0.8746  2.6461
H  5.8728  -0.5674  3.2590
H  3.1016  0.9180  6.1493
H  1.5999  0.5408  5.3055
H  2.6789  1.8211  4.6963
H  3.2319  -2.2160  5.7138
H  4.1408  -2.7866  4.3180
H  2.3853  -2.5534  4.2057
H  5.6600  -2.6356  2.1800
H  5.3541  -1.2050  1.1766
H  6.0336  -2.6639  0.4588
H  3.0477  -4.2344  2.7713
H  2.8988  -5.1538  1.2796
H  1.6537  -3.9810  1.7015
H  3.9932  -2.2987  -1.5797
H  2.3072  -2.0448  -1.1232
H  2.8874  -3.6737  -1.4308
H  3.8747  2.7879  1.6653
H  4.3082  3.2585  0.0286
H  4.1387  1.5492  0.4360
H  1.4163  3.5329  2.5102
H  0.2117  4.1687  1.3879
H  1.8436  4.8134  1.3941
H  1.8660  3.0244  -2.3077
H  2.3221  4.4641  -1.4001
H  0.6327  3.9984  -1.5030
O  2.0496  0.4784  -1.3819
N  2.7387  0.7147  -2.7302
C  3.9742  1.2935  -2.5980
C  5.0153  0.9126  -3.3991
C  4.8515  -0.1016  -4.3446
C  3.5974  -0.6946  -4.4487
C  2.5669  -0.2976  -3.6339
H  4.0442  2.0763  -1.8652
H  5.9581  1.4289  -3.2939
H  5.6676  -0.4085  -4.9786
H  3.4046  -1.4594  -5.1877
H  1.5821  -0.7329  -3.6753
N  0.1669  -1.3491  -1.8664
C  -0.5567  -1.9656  -2.5361
N  -1.3564  -2.6375  -3.2975
C  -2.4949  -3.4071  -2.7756
C  -2.4644  -4.7771  -3.4249
O  -2.4771  -4.6625  -4.8347
C  -1.3289  -3.9963  -5.3093
C  -1.2576  -2.5790  -4.7614
H  -3.4133  -2.8843  -3.0552
H  -2.4170  -3.4702  -1.6900
H  -3.3470  -5.3477  -3.1412
H  -1.5687  -5.3231  -3.1011
H  -1.4028  -3.9676  -6.3956
H  -0.4240  -4.5513  -5.0269
H  -2.0951  -1.9884  -5.1434
H  -0.3201  -2.0995  -5.0449
O  -1.2251  -3.1341  0.2305
C  -0.8065  -2.1835  0.8271
O  -0.8002  -0.9367  0.3709
H  -0.3893  -2.2678  1.8498

Cartesian forces (eV/Å) of the 6 atoms listed first:
-1.239 1.919 -3.116
-0.114 -0.126 -0.073
-0.284 0.070 -0.182
0.184 0.100 -0.069
0.003 0.001 -0.020
0.035 0.018 0.030

Output
Orbital gap (alpha / beta) ... 5.2 / 5.9 eV
LUMO level (alpha / beta) ... -5.85 / -6.76 eV
Multiplicity ... 4
Charge ... +2

Atom charges from the Mulliken analysis, given in e for atoms 1 to 8: W 0.3508; N 0.5654; P 1.7096; C 0.6194; C -1.2883; C -0.8578; C -0.7635; C -0.2593